{
  "formula": "C24H26N4O6",
  "method": "ωB97M-V with the def2-TZVPD basis set",
  "e_above_lowest_ev": 18.813,
  "e_tot_ev": -43533.8395,
  "smiles": "CCOc1ccccc1C(=O)N[C@H](C(=O)OCC(=O)Nc1nnc(-c2ccccc2)o1)C(C)C",
  "fmax_ha_per_bohr": 0.3185,
  "symbols": ["C", "C", "O", "C", "C", "C", "C", "C", "C", "C", "O", "N", "C", "C", "O", "O", "C", "C", "O", "N", "C", "N", "N", "C", "C", "C", "C", "C", "C", "C", "O", "C", "C", "C", "H", "H", "H", "H", "H", "H", "H", "H", "H", "H", "H", "H", "H", "H", "H", "H", "H", "H", "H", "H", "H", "H", "H", "H", "H", "H"],
  "xyz": [[1.79545, 2.47527, -2.22416], [0.59552, 1.68700, -2.37412], [0.63463, 0.32241, -1.76783], [-0.53164, -0.37141, -1.33886], [-1.77381, -0.30280, -1.90825], [-2.75565, -1.00693, -1.90391], [-2.66691, -1.96367, -0.88839], [-1.39197, -2.12907, -0.09298], [-0.41584, -1.05734, -0.36420], [0.75741, -1.22591, 0.36677], [0.82230, -1.40938, 1.57732], [2.05271, -1.40966, -0.13168], [3.19776, -1.51587, 0.71157], [3.33595, -0.43942, 1.57732], [3.79574, -0.31403, 2.68022], [2.78162, 0.87523, 0.90946], [2.44755, 1.97738, 1.88383], [1.03850, 2.46861, 1.34395], [0.76643, 3.69944, 1.24224], [0.11341, 1.62587, 1.63257], [-1.20308, 1.65193, 1.23439], [-1.61397, 2.58977, -0.06898], [-2.80643, 2.07808, -0.04912], [-3.13060, 0.84997, 0.71864], [-4.33650, 0.45186, 0.77471], [-5.53334, 0.62235, 0.11692], [-6.59526, -0.10182, 0.13983], [-6.72584, -1.03770, 0.87483], [-5.69589, -1.53873, 1.59705], [-4.45173, -0.75949, 1.68887], [-2.06915, 0.73598, 1.47784], [4.39131, -1.55263, -0.32098], [5.69569, -2.02337, 0.45983], [4.80428, -0.32227, -1.03230], [2.47808, 1.90450, -2.68791], [1.66284, 3.49876, -2.84195], [2.13073, 2.69951, -0.98505], [-0.21134, 2.38123, -1.96296], [0.25561, 1.41196, -3.43869], [-1.83928, 0.52102, -2.89807], [-3.61923, -0.82835, -2.11417], [-3.32386, -2.70968, -0.44692], [-1.25424, -2.88218, 0.81569], [2.05967, -1.40123, -1.29692], [3.47975, -2.30750, 1.13726], [2.64750, 1.59495, 2.98868], [3.08788, 2.75875, 1.75110], [0.24502, 0.71374, 2.03689], [-5.34556, 1.52647, -0.38501], [-7.44080, 0.22608, -0.72241], [-7.61645, -1.50754, 1.00852], [-5.78374, -2.42445, 2.39460], [-3.66219, -1.20517, 2.26070], [4.32032, -2.24836, -1.14733], [5.55337, -2.82201, 0.77625], [6.77064, -1.91773, -0.23100], [5.98379, -1.29516, 1.29564], [5.08127, 0.66906, -0.48839], [5.25465, -0.21906, -1.83496], [3.75691, 0.23275, -1.52598]],
  "forces_ev_per_angstrom": [[0.28, 3.91, 3.02], [-5.20, -0.78, -0.68], [-0.85, 1.05, 0.41], [0.62, 8.77, -9.65], [7.91, 11.20, -8.51], [0.07, -9.02, 6.43], [4.46, -3.80, 4.67], [-3.13, 1.64, -0.87], [-0.55, -10.55, 9.30], [6.87, -1.85, 3.02], [-2.17, 0.83, 1.86], [-3.39, -0.26, -6.08], [-0.48, 3.70, -8.08], [-0.58, 7.41, 3.01], [-0.39, -0.93, -1.52], [0.74, -1.58, 2.58], [-0.90, -3.70, -0.84], [2.86, 6.21, 3.70], [1.39, -3.09, -1.20], [-5.54, -5.21, 0.60], [2.27, 4.28, -4.64], [-1.83, -5.39, 6.98], [-2.63, -1.62, -2.45], [7.69, 10.90, -5.25], [-7.21, -9.52, 5.45], [6.54, 5.35, -1.18], [-5.05, 9.28, -10.88], [-1.56, -10.48, 7.34], [4.66, 0.12, 4.49], [-3.23, -0.79, -2.27], [2.16, -1.05, 2.64], [4.30, 0.54, 0.52], [4.56, 14.57, -5.92], [-8.53, 5.92, 5.82], [3.61, -1.40, -1.36], [0.29, -2.31, 1.69], [-1.13, -0.62, -4.02], [0.30, -1.72, -0.17], [0.99, 1.07, 1.15], [0.44, -1.74, 3.08], [-9.57, 2.29, -3.99], [-0.93, 0.39, -1.07], [-0.39, 1.88, -2.30], [0.87, 0.21, 4.41], [0.38, -6.91, 4.05], [-1.32, 0.68, -2.16], [1.92, 2.10, -0.58], [1.44, -0.51, 0.21], [-1.17, 1.11, -1.76], [1.96, -0.84, 2.80], [-2.61, -1.57, -0.05], [-0.03, 1.97, -2.19], [0.51, 0.27, 0.18], [-1.13, -0.80, 0.35], [-1.61, -13.30, 5.22], [-3.42, -0.73, 1.64], [-0.82, -0.96, -0.96], [-0.11, -2.14, 0.12], [5.24, -0.87, -7.48], [2.09, -1.59, 1.37]]
}